No. 1
Entry from OMol25: C42H71N8O14 as an isolated structure in a non-equilibrium geometry (ωB97M-V with the def2-TZVPD basis set).

```
135
Properties=species:S:1:pos:R:3:mulliken_charge:R:1
C 5.55 1.43 -2.86 -0.69
H 1.17 -7.95 -0.58 0.39
C 3.66 -0.08 -3.23 0.70
H -3.00 1.53 1.46 0.25
H 0.29 -0.01 -2.67 -0.66
H 5.38 2.74 1.49 0.31
H -1.95 -6.49 1.43 0.23
H 4.38 5.92 4.51 0.35
O -0.32 1.61 1.02 -0.27
H -0.54 6.12 -0.15 0.37
H -11.38 -2.25 -1.45 0.41
H -6.90 -1.06 -2.45 0.54
H 2.71 -3.71 -1.86 0.50
H 0.96 -5.12 -0.96 0.71
C -7.54 -1.28 -1.62 -0.52
N 1.19 -0.11 -4.51 0.15
C 1.94 3.94 -3.37 -0.55
C 2.30 -0.27 -5.25 -0.29
C 0.95 -7.62 0.44 -0.60
C 1.25 0.05 -3.17 -0.16
C 2.49 0.09 -2.47 0.16
H 0.54 0.81 2.08 0.43
H -0.77 -1.27 0.91 0.20
H 3.68 3.38 1.23 0.43
H 2.60 0.15 -1.40 0.68
N -2.52 -1.79 -0.28 0.38
N -4.65 2.47 3.56 -0.01
H 6.79 -0.66 0.20 0.56
C -8.94 -2.46 0.44 -0.15
H 2.76 3.22 -3.46 0.11
C 5.48 -0.60 -1.49 -0.74
H -6.99 -3.09 1.20 0.52
O 1.48 1.90 -0.09 -0.32
H -5.05 -3.98 -0.17 0.64
H -11.42 -2.31 0.31 0.28
C -3.14 -2.96 -0.03 -0.27
H -0.73 -1.03 -0.85 -0.50
C 6.65 1.86 -2.03 -0.56
H 2.41 -1.68 1.33 0.28
C -2.02 2.38 -2.80 0.36
H -0.92 -0.09 -4.49 0.20
H 3.00 -7.15 1.35 0.42
O -0.52 2.37 4.95 -0.75
O 1.32 2.91 6.01 -0.67
O -0.41 5.16 -2.38 -0.33
C 6.46 -0.07 -0.64 -0.38
C 8.11 1.52 0.02 -0.92
H -2.60 0.17 -0.76 0.80
H 4.06 -2.34 1.75 0.29
H -0.17 4.49 0.49 -0.02
H 1.10 5.79 0.22 0.52
O 5.72 3.90 4.21 -0.43
H 1.57 -2.65 -1.07 -0.12
H 4.08 1.90 3.74 0.43
H 3.46 5.60 2.90 0.30
C 0.90 1.50 0.90 -0.61
H -9.49 -2.92 1.25 0.40
H -0.66 -6.66 2.41 0.36
H -11.44 -0.75 -0.57 0.36
H -4.38 2.57 0.90 0.61
H -4.42 2.81 5.58 0.33
H 1.71 3.18 -1.50 -0.17
C -1.08 -1.69 -0.05 0.09
H 7.76 2.03 0.92 0.30
N 7.01 1.14 -0.90 0.17
O -2.00 2.50 -4.06 -0.73
O -0.26 -6.98 0.36 -0.32
H 0.39 3.00 3.40 -0.13
C 1.59 -4.56 -0.28 -1.54
H -1.29 -8.15 1.85 0.39
H 1.79 -6.24 2.01 0.39
C -0.12 0.03 -5.22 -0.86
C -4.15 2.00 4.91 -0.68
C -4.57 -0.76 -0.81 -0.99
C 3.56 -0.34 -4.63 -0.62
H 3.39 -5.29 0.54 0.41
C -8.97 -1.18 -1.60 -0.41
C -5.29 -1.93 -0.59 0.60
O -3.05 2.64 -2.17 -0.69
N -9.59 -1.81 -0.57 0.01
H -5.44 3.10 3.56 0.39
N 2.55 -5.71 0.17 -0.01
C -3.18 -0.73 -0.61 -0.63
C 4.60 3.96 3.78 0.64
O 1.48 1.00 1.98 -0.49
H -2.56 -3.84 0.21 0.58
C -3.38 2.54 1.34 -0.53
C 0.45 4.96 -1.59 0.55
C -11.03 -1.76 -0.54 -0.90
H -0.28 -0.55 -6.12 0.35
H -1.15 2.26 -1.17 -0.34
N 1.67 4.12 -1.86 0.43
N 3.91 2.73 3.20 0.50
H 7.23 2.75 -2.20 0.48
H 2.15 -0.31 -6.32 0.49
H 2.84 5.06 4.38 0.33
H 2.84 -6.19 -0.67 0.41
O 1.08 3.41 3.94 -0.36
H -9.62 -0.75 -2.35 0.52
H 5.21 2.16 -3.58 0.56
H 8.70 0.63 0.23 0.41
H 4.40 -0.45 -5.30 0.57
C -1.07 -7.13 1.52 -0.81
O 3.41 -2.83 -0.08 -0.31
C 0.62 2.88 5.05 0.72
C 2.33 -3.40 -0.89 0.28
C 2.02 -6.76 1.08 -0.62
H -4.97 0.24 -0.94 0.68
H 2.94 2.97 3.35 -0.21
C 3.79 5.26 3.88 -0.95
H 1.02 3.68 -3.90 0.25
H 2.45 4.60 -1.43 0.49
H 0.94 -4.23 0.52 0.47
C 3.09 -2.54 1.30 -0.73
C 4.96 0.20 -2.56 0.42
O -0.92 2.03 -2.07 0.63
H 4.05 1.69 1.23 0.13
H 2.76 -3.35 1.94 0.30
H 8.73 2.22 -0.54 0.39
C -3.58 3.15 2.70 0.31
C -4.50 -3.05 -0.28 -0.78
H -5.01 1.62 3.15 0.34
H -3.07 1.83 4.91 0.27
C 4.32 2.63 1.70 -0.67
C -7.51 -2.56 0.41 -0.83
H -0.12 1.09 -5.49 0.45
O -2.94 4.09 3.15 -0.43
C -6.83 -1.89 -0.59 0.80
H -4.62 1.05 5.19 0.37
H 0.86 -8.50 1.07 0.42
H -0.64 -2.68 -0.19 -0.01
H 2.23 4.94 -3.68 0.50
C 0.19 5.31 -0.15 -0.95
H -2.69 3.13 0.73 -0.13
H 4.99 -1.54 -1.29 0.59
```

## Properties
Total charge: +5
Kohn-Sham gap in eV: 3.637
HOMO in eV: -15.543

***

No. 2
Entry from OMol25: a 5-piece molecular cluster, C42H75F2N2O8SSi overall in a non-equilibrium geometry (ωB97M-V with the def2-TZVPD basis set).

```
131
Properties=species:S:1:pos:R:3:mulliken_charge:R:1
H -1.06 2.74 -12.21 0.25
C -0.40 -1.67 2.88 0.31
H -8.20 -5.91 0.76 0.25
H 2.41 -3.33 -1.13 0.16
H 0.43 2.64 2.11 -0.21
C 1.50 -3.97 -1.51 -0.21
H -1.30 -1.67 3.67 0.35
H 4.47 -0.25 -1.10 0.27
H -1.02 6.30 5.53 0.24
O -2.46 -1.31 -2.03 -0.66
H -1.02 3.68 4.72 0.29
C -0.06 2.22 3.09 1.20
H 0.05 -0.60 2.90 -0.80
O -0.35 -4.47 4.93 -0.62
H 6.54 1.76 2.87 0.18
C 2.89 -3.33 4.30 -1.10
C -1.00 1.68 -6.90 -0.12
C 0.40 1.14 -6.69 -0.58
C 6.58 1.05 1.93 -0.38
C 0.10 -2.15 6.09 -0.77
O 0.15 5.49 7.04 -0.36
F -0.85 1.13 -1.74 -0.28
H 0.59 0.24 -7.27 0.25
H 4.58 1.51 3.81 0.34
H 0.66 1.40 3.52 -0.45
C -2.39 -1.40 -0.67 -0.07
C -6.60 -4.59 1.38 -0.53
H -0.11 7.46 6.53 0.28
H -0.23 -2.83 -2.59 0.32
H 2.53 -4.43 4.03 0.27
H 1.75 -4.32 -2.60 0.25
H -0.82 3.34 -5.56 0.33
H -5.61 -3.08 0.13 0.08
H 0.87 3.29 5.00 0.18
O -3.71 -1.72 -0.06 -0.74
C 8.11 -0.71 0.31 -0.36
H -3.33 1.36 -9.91 0.32
C 5.38 -0.10 -0.36 -0.17
C -1.86 6.66 7.52 -0.57
C -1.29 2.35 -5.58 -0.75
C -0.70 6.54 6.55 -0.32
C -0.72 1.91 -11.59 -0.44
H 2.09 -1.13 3.99 -0.01
C -5.84 -5.05 -0.80 -0.29
S -1.86 1.74 2.97 -0.36
Si 3.62 1.83 1.41 0.09
H -5.66 -4.71 1.93 0.23
H 2.40 -2.21 2.37 0.07
H 1.57 1.19 -1.42 0.33
H -0.29 -2.72 7.04 0.32
H -1.08 2.35 -7.76 0.21
H 0.31 4.51 3.67 0.22
H 0.61 5.07 9.03 0.26
C 2.10 0.82 0.76 2.85
H 3.24 2.87 3.80 0.19
H 0.18 -5.61 -0.47 0.30
C -0.98 -1.13 0.20 0.20
H -2.35 2.48 -5.37 0.38
C -2.50 0.37 -11.67 -0.54
O -6.49 -6.24 -0.32 -0.44
H 1.18 -1.80 0.06 -0.49
H -0.44 -0.21 -11.83 0.27
H -1.06 0.58 -13.30 0.33
H 2.57 -0.13 0.22 -0.06
H -4.76 -5.19 -0.68 0.17
H 2.78 0.96 3.70 -0.13
H 1.54 0.42 1.70 -1.92
H -1.95 5.89 9.56 0.32
C -0.99 -2.22 1.47 -0.73
H -2.83 -0.19 1.83 0.33
H -7.30 -4.05 2.02 0.35
C 5.27 0.86 0.97 0.41
H 2.87 -3.18 5.46 0.25
H -0.55 -1.21 5.83 0.25
C 6.80 -0.86 -0.69 -0.44
O 2.08 -6.45 -1.00 -0.56
C 7.99 0.27 1.63 -0.40
C -2.21 0.73 1.39 -0.33
H 1.66 -5.05 0.57 -0.04
H -2.08 -2.64 1.70 0.18
H -6.90 -6.73 1.66 0.28
C -1.11 0.58 -12.21 -0.50
H -6.06 -4.91 -1.86 0.28
H -7.27 -3.51 -0.35 0.21
H -2.29 7.66 7.54 0.34
H -3.21 0.96 -12.26 0.26
C 0.11 -3.20 4.81 0.42
H 4.04 -3.31 3.97 0.36
C 1.18 1.58 -0.36 -1.44
H -1.25 0.62 -4.29 0.16
C -0.60 1.43 -4.60 0.19
C 1.30 -5.28 -0.54 -0.26
C 0.10 -3.08 -1.47 -0.50
H -2.65 5.95 7.24 0.26
O -1.40 2.00 -10.33 -0.38
H 1.22 -1.84 6.27 0.17
C -6.33 -3.90 0.06 -0.12
H -0.36 -3.20 1.23 -0.06
H 2.93 4.29 0.93 0.30
C -2.39 0.95 -10.27 -0.38
H 1.15 1.90 -6.94 0.27
H 4.81 4.07 1.12 0.28
H 0.36 2.00 -11.43 0.26
H 9.12 -1.28 0.09 0.26
C 0.02 3.48 4.19 -0.98
F -1.00 2.69 0.00 -0.40
H 0.67 -0.90 -1.51 0.14
C 2.00 -2.18 3.48 0.20
H -0.25 1.96 -3.71 -0.10
H 6.91 -1.54 -1.64 0.28
H 1.40 2.75 -0.39 0.34
H -2.03 0.20 -9.56 0.23
C 3.52 1.82 3.37 -0.62
C -1.23 6.24 8.82 -0.52
H -0.78 -3.70 -1.00 0.26
H -2.82 -0.67 -11.67 0.32
C 3.83 3.58 0.66 -0.97
H -1.70 0.85 -7.05 0.16
H -0.76 4.18 8.33 0.27
O 0.52 0.86 -5.29 -0.39
C -7.12 -5.94 0.93 -0.43
C -0.43 1.32 -0.30 0.35
H -3.00 1.28 0.68 0.50
H 8.89 0.43 2.38 0.26
H -0.67 7.08 9.25 0.25
H 1.43 -7.15 -1.30 0.34
H 3.92 3.50 -0.53 0.28
C 0.28 -1.64 -0.71 0.15
N 0.58 -2.72 3.44 0.36
C -0.27 5.15 8.37 -0.43
N -0.95 0.30 0.65 1.06
```

## Properties
Total charge: -1
Kohn-Sham gap in eV: 6.307
HOMO in eV: -4.634